Model 1:
Formula: C6H8N4O
Source: the OMol25 dataset
Level of theory: wB97M-V/def2-TZVPD

```
19
Properties=species:S:1:pos:R:3
C -0.9038 -1.0747 2.4256
C -0.9965 -0.0065 1.4907
C -1.4670 -1.5329 -2.3498
C 0.8276 2.2012 -0.4334
C 1.9162 1.0912 -0.6064
C 0.5084 0.7346 -0.2821
N 0.3148 -1.5638 2.4097
N 0.9748 -0.8396 1.5279
N 0.1574 0.0292 0.7934
N -2.2316 -1.6314 -3.2314
O -0.5035 -1.4075 -1.7269
H -1.6760 -1.3237 3.1192
H -1.5060 0.8775 1.3416
H 0.6287 2.6345 0.5233
H 0.4920 2.7030 -1.3553
H 2.1575 0.8586 -1.6333
H 2.5578 0.8104 0.2428
H 1.9083 -0.9704 1.2714
H -3.1593 -1.5896 -3.5267
```

Values from the calculation:
Molecular weight   152.2 g mol⁻¹
Orbital gap (alpha / beta)   7.1 / 7.1 eV
HOMO level (alpha / beta)   -0.2328 / -0.2328 Eh
Lowest unoccupied orbital energy (alpha / beta)   0.74 / 0.74 eV

***

Model 2:
Formula: C6H8N4O
Source: the OMol25 dataset
Level of theory: wB97M-V/def2-TZVPD

```
19
Properties=species:S:1:pos:R:3
N -3.9866 -0.6703 0.2756
C -2.9366 -0.2602 0.0465
C -1.6303 0.3343 -0.2577
C -1.1487 1.5952 0.0794
C 0.2828 1.8933 0.0605
N 1.2049 1.0067 0.0195
O 2.4664 1.2648 0.0149
C 0.8451 -0.5070 0.0448
N 1.7170 -1.3042 -0.7267
N 0.7677 -1.0824 1.3008
C -0.7253 -0.7089 -0.7088
H -1.8578 2.3207 0.3226
H 0.6931 2.9137 0.3104
H 2.6691 -1.3024 -0.3855
H 1.8556 -1.0230 -1.7183
H 1.6216 -1.4819 1.6227
H 0.1821 -0.7622 2.0964
H -1.2431 -1.6773 -0.6048
H -0.7771 -0.5489 -1.7923
```

Values from the calculation:
Molecular weight   152.2 g mol⁻¹
Orbital gap (alpha / beta)   7.7 / 7.8 eV
HOMO level (alpha / beta)   -0.3146 / -0.3147 Eh
SMILES string   N#CC1=CC=[N+]([O-])C(N)(N)C1
Lowest unoccupied orbital energy (alpha / beta)   -0.81 / -0.81 eV

***

Tell me which of them is the most stable. Sure, it is model 2.